# 1
C14H22NaO4S | wB97M-V/def2-TZVPD

Geometry as XYZ:
```
42
Properties=species:S:1:pos:R:3:forces:R:3:nbo_charge:R:1
C -3.22658 -5.00358 -1.17455 0.378 -0.007 -0.578 -0.263
O -3.04802 -3.81715 -0.43289 -0.913 -0.486 0.295 -0.597
C -1.67424 -3.43449 -0.28472 0.063 0.665 -0.111 -0.061
C -1.07988 -2.78879 -1.52407 0.181 -0.307 0.416 -0.426
C 0.44778 -2.78155 -1.38782 -0.401 0.138 -0.248 -0.398
C 1.14008 -1.61068 -2.10526 0.376 -0.558 0.242 -0.396
C 1.96627 -0.75659 -1.15884 -0.287 0.270 0.444 -0.393
C 1.12596 0.28929 -0.40214 0.362 0.525 -0.565 -0.396
C 1.35761 1.75209 -0.88374 -0.144 -0.821 0.349 -0.394
C 1.98115 2.66257 0.18471 0.017 0.447 -0.850 -0.393
C 1.07936 3.86133 0.55487 0.222 -0.379 0.148 -0.450
C 0.83607 4.00094 2.00498 -0.071 0.100 0.218 -0.015
C -0.32149 3.85913 2.64811 -0.664 0.241 0.431 -0.260
S -1.90334 3.40313 2.02433 0.021 -0.372 -0.232 0.022
C -0.11269 4.13880 4.10943 -0.704 -0.226 0.988 0.749
O -0.78326 3.85314 5.07235 1.156 0.838 -1.741 -0.487
O 1.12692 4.77767 4.17740 0.299 -0.916 0.589 -0.498
C 1.84938 4.32246 3.07536 1.244 -0.105 0.034 0.755
O 3.04255 4.15455 3.10109 -1.761 0.575 -0.280 -0.486
H -3.14474 -4.79966 -2.23892 -0.033 -0.103 -0.279 0.197
H -2.51727 -5.78617 -0.93152 0.214 -0.108 0.249 0.218
H -4.21775 -5.43889 -0.98999 0.391 -0.340 -0.033 0.104
H -1.07715 -4.27526 0.05619 -0.057 -0.391 -0.045 0.182
H -1.66980 -2.69467 0.50522 -0.045 0.044 0.317 0.205
H -1.44258 -1.77089 -1.59787 -0.220 0.210 -0.111 0.207
H -1.39191 -3.33309 -2.40844 0.006 -0.016 -0.329 0.199
H 0.69555 -2.77424 -0.32866 0.109 0.115 0.205 0.198
H 0.81556 -3.72397 -1.77651 0.182 -0.247 0.014 0.214
H 0.38701 -1.01444 -2.60660 -0.037 0.271 -0.273 0.195
H 1.80795 -2.02393 -2.85150 0.011 -0.009 -0.363 0.216
H 2.43977 -1.39317 -0.41802 0.192 -0.317 -0.012 0.202
H 2.77771 -0.26861 -1.68492 0.142 0.162 -0.190 0.209
H 0.07403 0.05967 -0.54261 -0.248 -0.197 0.285 0.187
H 1.37521 0.25258 0.64923 -0.218 -0.124 0.354 0.203
H 2.00042 1.70400 -1.75337 0.163 0.140 -0.240 0.206
H 0.41181 2.15412 -1.22870 -0.156 0.232 -0.051 0.199
H 2.88540 3.07054 -0.24851 0.363 0.070 0.179 0.223
H 2.28483 2.09239 1.05146 -0.022 -0.088 0.291 0.211
H 0.10821 3.74671 0.09360 -0.273 -0.044 -0.128 0.229
H 1.49719 4.77761 0.15289 0.176 0.248 0.086 0.242
H -2.46024 4.62254 1.97403 0.157 0.072 0.159 0.152
Na -5.44281 -4.06545 -0.47508 -0.172 0.793 0.366 0.989
```
Forces are in eV/Å.

The calculation puts the LUMO energy at -4.625 eV. As for the net charge: +1. The value obtained for the energy is -1407.8508 a.u.

# 2
C14H23AlIN3O8P2 | wB97M-V/def2-TZVPD

Geometry as XYZ:
```
52
Properties=species:S:1:pos:R:3:forces:R:3:nbo_charge:R:1
C 0.85910 0.46084 -4.63835 -0.281 -1.676 0.444 -0.777
I 1.55219 2.15023 -3.61016 0.055 0.029 -0.238 0.301
H 1.23745 -0.36605 -4.02025 0.040 0.279 -0.588 0.206
H -0.23325 0.42283 -4.57459 0.329 0.295 -0.531 0.238
H 1.31480 0.48777 -5.61565 -0.290 -0.156 -0.333 0.263
Al -0.48756 -0.98807 -0.04613 -0.190 2.049 1.129 1.676
P 1.04492 4.04640 -1.94537 -0.035 0.897 0.859 1.209
C -0.60265 4.22005 -1.23321 -0.496 -0.165 0.064 -0.990
C 2.22723 3.52876 -0.68875 0.445 0.253 0.438 -0.987
H 2.55666 4.37879 -0.07683 -0.105 -0.175 -0.040 0.281
H 1.40013 6.43317 -2.36104 0.030 -0.210 0.046 0.282
H 3.10476 3.10253 -1.18380 -0.030 0.201 0.013 0.267
H 2.60936 5.42553 -3.18755 -0.121 -0.141 0.186 0.282
H -0.77444 3.47295 -0.43929 0.334 0.306 -0.262 0.278
H 1.82618 2.74073 -0.03306 -0.195 0.338 -0.274 0.283
C 1.55340 5.49221 -2.90408 0.041 0.489 0.031 -0.982
H -0.74122 5.21884 -0.79720 0.127 -0.181 -0.120 0.290
H 0.98152 5.55408 -3.83797 -0.052 -0.176 0.242 0.282
H -1.37592 4.06671 -1.99844 0.244 0.168 0.063 0.273
P 0.32638 -2.60366 -1.45674 0.390 -2.281 0.511 0.819
C -0.80243 -3.99390 -1.19384 -0.758 0.133 -0.216 -0.933
C 0.83090 -2.81759 -3.17397 0.150 0.794 -0.657 -0.928
H 2.25432 -2.24686 -0.02385 0.135 -0.329 -0.073 0.255
H 2.37565 -3.79527 -0.91029 -0.206 0.108 0.192 0.287
H 1.29692 -3.64433 0.52862 0.063 0.160 -0.449 0.284
C 1.69385 -3.12914 -0.36404 0.465 0.513 0.232 -0.944
H 1.84075 -2.43010 -3.34298 -0.120 -0.106 0.089 0.270
H 0.79833 -3.87870 -3.45881 -0.027 0.244 0.392 0.296
H -0.24483 -4.91385 -1.38077 0.030 0.062 0.009 0.273
H -1.61782 -3.92239 -1.91782 -0.039 -0.138 0.061 0.263
H 0.15229 -2.26291 -3.83085 0.051 -0.231 0.059 0.268
H -1.23528 -4.01855 -0.18851 0.140 0.070 -0.107 0.301
C -1.77025 0.69885 -0.51640 -4.190 1.537 -1.151 0.484
O -2.68828 1.38309 -0.65958 3.421 -2.079 0.434 -0.343
O -1.20098 -1.18020 7.11358 0.170 1.737 -1.455 -0.332
N -1.13096 -0.23941 6.30388 0.284 0.966 3.142 0.496
O -1.03283 0.96596 6.62507 -0.142 -2.386 -0.978 -0.345
C -1.19621 -0.57006 4.90726 -0.340 -0.792 -1.080 0.009
C -1.40614 -1.92803 4.60481 -0.480 0.697 -0.278 -0.080
C -1.72557 -2.31802 3.31133 1.066 1.384 0.110 -0.039
C -1.58925 -1.35385 2.29588 0.782 0.496 1.061 0.412
O -1.53156 -1.83604 1.06761 0.487 0.882 -2.173 -0.900
C -1.21205 0.00948 2.61245 -0.220 -0.908 0.402 -0.038
C -1.04378 0.41893 3.92999 -0.448 -1.092 -0.120 -0.106
N -0.75138 0.90365 1.54319 -0.781 -1.586 0.918 0.266
O 0.34343 0.37823 0.89771 0.537 -1.555 -1.319 -0.743
O -0.86163 2.12081 1.58636 0.033 0.941 0.172 -0.337
N -1.66059 -3.75534 2.97644 0.404 -1.811 0.854 0.507
O -0.99905 -4.41349 3.81217 -1.431 1.014 -2.086 -0.332
O -2.21233 -4.22080 1.96791 0.941 1.024 1.748 -0.351
H -1.29894 -2.68150 5.35743 -0.179 -0.074 0.447 0.300
H -0.75335 1.42669 4.16847 -0.038 0.182 0.179 0.285
```
Forces are in eV/Å.

The calculation puts the LUMO energy (alpha / beta) at -7.605 / -7.278 eV. The value obtained for the relative energy (zero: lowest compared OMol25 entry of this formula, charge and spin) is 0.000 eV. As for the net charge: +2. The value obtained for the energy is -2535.4224 a.u.